Formula: C14H23N3O2S
Source: the OMol25 dataset
Level of theory: ωB97M-V/def2-TZVPD

- Structure (SMILES): CCOCc1nnc(NC(=O)CCC2CCCCC2)s1
- Charge: 0
- M: 297.424 g/mol
- HOMO: -8.862 eV
- Energy above the lowest of the compared OMol25 structures with the same formula, charge and spin: 53.1 kJ/mol

Each line ends with the Löwdin charge.
Positions of all 43 atoms, in Å:
S: 2.24977 1.61575 -1.54732  1.18
O: 3.94034 2.97129 -3.34984  -0.20
O: 1.73469 -0.67889 -0.40470  0.01
N: 1.32087 3.97390 -1.15381  -0.01
N: 0.68776 3.21081 -0.26841  0.00
N: 0.52971 1.00208 0.48482  0.11
C: -2.42484 -1.87744 3.02067  -0.17
C: -3.22166 -2.86972 3.86362  -0.20
C: 4.62759 3.25995 -4.54679  -0.27
C: 0.90927 -0.31390 0.39967  -0.49
C: 1.04664 1.96989 -0.33306  -0.58
C: -3.26574 -2.97190 0.94061  -0.18
C: -4.46215 -3.34017 3.11224  -0.21
C: -2.01387 -2.50049 1.68525  -0.34
C: 2.15285 3.32878 -1.89164  -0.54
C: -4.06283 -3.96559 1.78018  -0.20
C: 0.17764 -1.21941 1.35805  -0.10
C: 2.98420 3.92664 -2.96691  -0.23
C: 5.60137 4.43051 -4.43491  -0.07
C: -1.22436 -1.51985 0.81088  -0.16
H: -3.45387 -4.85351 1.96513  0.11
H: 6.19328 4.49641 -5.34358  0.07
H: 5.07198 5.37067 -4.29866  0.07
H: -4.95365 -4.27953 1.23255  0.11
H: 5.17416 2.34130 -4.77346  0.12
H: -3.89304 -2.10741 0.71018  0.12
H: 0.11405 -0.74514 2.33790  0.11
H: -1.79103 -0.59049 0.71170  0.12
H: -2.59216 -3.73136 4.09779  0.12
H: -3.03768 -0.99260 2.83053  0.12
H: -1.54192 -1.56281 3.58021  0.11
H: 6.26796 4.27687 -3.58995  0.08
H: 3.44858 4.85079 -2.59213  0.13
H: -1.38272 -3.37319 1.88628  0.15
H: 2.33957 4.19715 -3.82083  0.14
H: 3.90503 3.45036 -5.35557  0.12
H: -1.11462 -1.94801 -0.18810  0.13
H: 0.74007 -2.14919 1.44665  0.13
H: -5.12117 -2.48816 2.93005  0.11
H: -0.15901 1.30939 1.15674  0.16
H: -2.97822 -3.43680 -0.00486  0.12
H: -3.51143 -2.40180 4.80679  0.11
H: -5.01138 -4.06516 3.71603  0.11

Formula: C14H23O9P2RbSe3Te
Source: the OMol25 dataset
Level of theory: ωB97M-V/def2-TZVPD

- Charge: -2
- M: 847.225 g/mol
- HOMO: 0.028 eV
- Energy above the lowest of the compared OMol25 structures with the same formula, charge and spin: 140.6 kJ/mol

Each line ends with the Löwdin charge.
Positions of all 53 atoms, in Å:
Te: 1.58320 3.07044 -2.11078  0.11
Rb: 0.88450 -0.42176 -1.68138  0.86
Se: 1.06690 4.98744 -3.55178  -0.47
Se: 3.98250 3.59384 -1.49618  -0.45
Se: 4.71420 1.54274 -0.85218  -0.43
P: 1.19470 -3.31776 -0.56118  0.24
P: -1.66380 -2.18216 -0.70308  0.42
O: -1.72720 -1.40066 0.66102  -0.15
O: 1.83020 -4.45566 0.16342  -0.31
O: 1.66430 -2.90406 -1.91198  -0.43
O: 1.20070 -1.97706 0.40532  -0.30
O: -1.17430 2.03244 -2.27908  -0.33
O: -1.45010 -1.38026 -1.91708  -0.42
O: -3.15320 -2.80966 -0.72348  -0.11
O: -0.06320 0.41224 1.34862  0.01
O: -0.94340 -4.29866 0.67412  -0.07
C: 1.50710 1.07464 2.98932  -0.15
C: 1.98240 2.13834 2.19342  0.01
C: 3.11080 1.71544 4.68192  -0.10
C: -1.58410 2.54034 -3.53948  -0.26
C: 0.49340 0.19744 2.45832  -0.32
C: -3.38230 1.40064 -2.42688  -0.16
C: 0.10920 -1.01996 3.26932  0.00
C: -0.86760 -4.57636 -1.75018  -0.08
C: 2.09170 0.88984 4.26072  -0.04
C: -3.04240 2.09674 -3.74898  -0.15
C: 3.00730 2.94924 2.61932  -0.05
C: 3.58640 2.73574 3.86622  -0.07
C: -0.62070 -3.67586 -0.55078  -0.61
C: -2.34090 2.00014 -1.48518  -0.20
H: 1.51880 2.29364 1.22752  0.10
H: 0.98260 -1.65436 3.42202  0.10
H: 3.37930 3.74454 1.98672  0.10
H: -3.20300 0.32814 -2.50778  0.09
H: -1.50010 3.63414 -3.53748  0.05
H: 4.40610 3.35914 4.19922  0.10
H: -0.79580 -3.96726 -2.64908  0.08
H: 2.07070 -1.62026 0.19262  0.04
H: -1.85150 -5.04786 -1.71318  0.08
H: -3.68330 2.96224 -3.92178  0.10
H: -3.14620 1.42424 -4.59748  0.10
H: -3.27520 -3.25996 0.11392  0.07
H: 1.74390 0.10354 4.91762  0.10
H: -0.28940 -0.72046 4.23942  0.09
H: -0.08150 -4.59606 1.01962  0.07
H: -0.64390 -1.59946 2.74262  0.07
H: -1.00740 -0.69546 0.87352  0.02
H: -0.90360 2.14634 -4.29418  0.11
H: -2.61870 3.02644 -1.19008  0.13
H: -4.40820 1.56844 -2.10818  0.10
H: 3.55240 1.56174 5.66122  0.09
H: -0.09020 -5.34386 -1.77958  0.09
H: -2.15200 1.39484 -0.59888  0.11

Formula: C14H24BBrClIN3O2S
Source: the OMol25 dataset
Level of theory: ωB97M-V/def2-TZVPD

- Structure (SMILES): CC(C)C[N@@+]1(B(N)O)C[C@@H](CC(=O)I)[C@@H](Br)[C@@]1(C[C@H](C)Cl)N=C=S
- Charge: +1
- M: 551.505 g/mol
- HOMO: -12.459 eV

Each line ends with the Löwdin charge.
Positions of all 48 atoms, in Å:
I: -2.19781 -1.61891 -5.78916  0.80
Br: 2.65548 -0.47450 -2.54825  0.84
Cl: 4.27883 -1.06564 0.55424  0.58
S: 2.52221 3.10611 1.41787  0.75
O: -2.77330 -0.67650 -0.87811  0.10
O: -1.64535 1.27022 -4.90710  -0.04
N: 2.00371 0.97366 -0.47336  -0.05
N: -1.90836 -1.22372 1.35993  0.14
N: -0.51957 0.49930 -0.16490  -0.01
C: 2.68491 -1.96328 0.62225  -0.67
C: 0.21225 -0.09408 -4.08489  -0.23
C: 2.36876 1.68488 0.54799  -0.59
C: 1.40044 -1.05296 0.97345  -0.15
C: 0.96620 -0.91972 -1.52249  -0.43
C: -1.20656 0.09615 -4.86384  -0.76
C: -0.89631 1.82795 0.43132  -0.09
C: -0.65693 0.86388 -1.65439  -0.08
C: -2.56949 2.05601 2.45623  -0.07
C: 2.83863 -2.93964 1.93345  -0.13
C: -0.17002 1.16225 2.99337  -0.10
C: -0.15911 -0.39287 -2.56693  -0.30
C: -1.00454 2.04967 1.98661  -0.34
C: 0.91399 -0.01332 -0.12633  -0.34
B: -1.68177 -0.44886 0.07019  -0.46
H: 2.53682 -2.69606 -0.23295  0.10
H: -2.63382 -1.55688 -1.28807  0.12
H: -2.83264 -1.00241 1.75554  0.09
H: -0.54292 1.41438 4.05851  0.11
H: 0.75605 0.90808 -4.25270  0.12
H: -0.25930 0.03489 2.89560  0.06
H: -2.00250 -2.20522 1.01814  0.10
H: 0.96172 1.38852 3.03190  0.05
H: 0.78565 -2.04130 -1.38297  0.13
H: 0.72614 -0.96331 -4.63072  0.10
H: 1.84740 -3.12530 2.45919  0.08
H: -0.88721 -1.28889 -2.64484  0.13
H: -1.64516 1.29211 -2.01330  0.16
H: 1.70266 -0.54811 1.96923  0.12
H: -2.98705 1.00890 2.61219  0.07
H: 3.57359 -2.40779 2.63954  0.07
H: 0.06741 1.67993 -2.04040  0.17
H: 0.60721 -1.83009 1.29555  0.12
H: -0.16055 2.60863 0.00133  0.15
H: -3.20946 2.68485 1.73318  0.10
H: -0.67918 3.14238 2.18966  0.14
H: 3.33148 -3.91909 1.61674  0.09
H: -2.59608 2.58622 3.46425  0.09
H: -1.91657 2.12954 -0.02172  0.16

Formula: C14H24BF4IN4O3RhS
Source: the OMol25 dataset
Level of theory: ωB97M-V/def2-TZVPD

- 2S+1: 5
- Charge: +1
- M: 645.052 g/mol
- HOMO (spin up / spin down): -11.301 / -11.499 eV
- Energy above the lowest of the compared OMol25 structures with the same formula, charge and spin: 32.3 kJ/mol
- ⟨S²⟩: 6.02

Each line ends with the Mulliken spin population.
Positions of all 53 atoms, in Å:
I: -3.65327 -0.03884 -0.16638  0.64
Rh: -1.26817 0.78253 -0.52288  2.72
S: -0.32050 -1.15200 -1.64624  0.32
F: 0.46766 2.87711 -3.59218  0.00
F: -1.20551 1.68880 -2.52528  0.03
F: 0.29200 0.60531 -3.93285  0.00
F: -1.32005 2.03102 -4.80557  0.00
O: -0.58699 0.51855 1.57823  0.09
O: -0.75633 2.87225 -0.09610  0.11
O: 1.23521 1.20637 -0.22465  0.04
N: 0.89680 0.18522 3.23046  0.00
N: -0.52026 -2.92852 0.39617  0.02
N: -1.08616 -3.63387 -1.74603  0.03
N: 0.33284 4.58657 -1.08413  0.01
C: 0.58548 0.52627 1.98093  -0.01
C: 0.26984 3.35092 -0.64476  0.00
C: -0.77822 -4.16792 0.82595  -0.01
C: -0.60097 -4.41667 2.28851  0.00
C: -0.14614 -0.25522 4.15538  0.00
C: 1.55063 5.13111 -1.69435  0.00
C: -1.19283 -5.18970 -0.03536  0.02
C: -0.66677 -2.65594 -0.89390  -0.02
C: -1.34715 -4.90137 -1.36141  -0.01
C: 1.50119 2.47778 -0.79294  -0.01
C: -0.86681 5.42740 -1.11424  0.00
C: 2.26214 0.11241 3.74137  0.00
C: 1.72132 0.97115 1.07036  -0.01
C: -1.80250 -5.86601 -2.40603  0.00
B: -0.40970 1.79616 -3.80818  0.02
H: -1.14287 -5.83840 -3.27476  0.00
H: -0.07407 -1.33258 4.31943  0.00
H: -1.39037 -6.18631 0.33234  0.00
H: -0.01254 0.25555 5.10773  0.00
H: -1.82377 -6.87731 -2.01049  0.00
H: -1.36312 -3.86120 2.83965  0.00
H: 2.97700 0.55211 3.05477  0.00
H: 2.36656 2.94448 -0.32067  0.00
H: 1.42460 6.20540 -1.79464  0.00
H: -1.72704 4.84591 -0.81026  0.00
H: 2.42249 4.95535 -1.06470  0.00
H: 1.70844 2.34372 -1.85408  0.00
H: 0.37005 -4.03614 2.60584  0.00
H: 2.47681 0.18681 1.01997  0.00
H: -0.74414 6.27620 -0.44102  0.00
H: -0.68290 -5.47181 2.53832  0.00
H: 1.71273 4.69977 -2.67935  0.00
H: -1.12155 -0.01940 3.74971  0.00
H: -1.18298 -3.36459 -2.71772  0.00
H: 2.17800 1.86952 1.49142  0.00
H: 2.32314 0.65099 4.68611  0.00
H: 2.54255 -0.92702 3.92009  0.00
H: -2.80839 -5.60277 -2.74085  0.00
H: -1.01540 5.79087 -2.13072  0.00